Molecular formula: C17H26N4O5S3Y
Method: DFT, ωB97M-V/def2-TZVPD

Structure (XYZ):
```
56
Properties=species:S:1:pos:R:3:forces:R:3:mulliken_charge:R:1
O 0.487 2.167 0.193 0.0 0.0 0.1 -0.335
C -1.213 1.207 3.612 0.1 0.1 -0.1 -0.793
H 2.511 -0.408 -4.724 0.0 0.0 0.0 0.376
H -1.405 0.942 -4.955 0.0 0.0 0.0 0.260
H 1.919 -3.500 -0.447 0.0 0.0 0.0 0.440
H 1.408 -2.385 -1.717 0.0 0.0 0.0 0.308
C 0.674 0.509 -5.494 0.0 0.0 0.0 -0.570
C -0.247 0.395 -3.370 -0.3 0.1 0.0 0.379
N -6.741 0.491 0.213 0.0 0.0 0.0 -0.517
C -5.590 0.508 0.220 -0.1 0.1 0.0 -0.060
H 0.507 -0.424 -6.037 0.0 0.0 0.0 0.305
H 0.855 1.311 -6.204 0.0 0.0 0.0 0.338
N 1.039 0.021 -3.258 0.0 0.0 0.0 0.102
C -1.305 -1.516 3.553 0.1 -0.2 -0.1 -0.638
C 1.797 0.369 -4.460 0.1 0.0 0.0 -0.588
H -1.948 -2.386 3.690 -0.1 0.0 0.0 0.585
C 0.629 2.361 2.581 0.0 0.1 0.1 -0.656
O 0.188 -2.402 -0.092 0.1 0.1 0.1 -0.380
H -0.623 3.492 1.248 0.0 0.0 0.0 0.381
H -1.273 -3.576 0.645 0.0 0.0 0.0 0.005
N -0.463 0.809 -4.626 0.0 0.0 0.0 -0.218
Y -0.962 -0.093 0.509 -0.7 -0.4 -0.1 0.402
C 0.058 -3.023 2.231 0.0 0.0 0.0 -0.508
H -0.432 -3.725 2.910 0.0 0.0 0.0 0.519
C -3.383 1.663 0.541 0.0 -0.1 0.0 0.520
O -0.202 1.188 2.595 0.0 0.0 0.1 0.047
H 1.664 2.032 2.699 0.0 0.0 -0.1 0.231
H 1.532 2.105 -1.541 0.0 -0.1 0.0 0.211
H 1.120 -2.989 2.484 0.0 0.0 0.0 0.260
N -2.498 2.358 0.840 0.1 0.1 0.0 -0.597
C 1.744 2.143 -0.471 -0.1 0.0 0.0 -0.647
H 2.540 -1.574 1.021 0.0 0.0 0.0 0.293
C 2.545 0.937 -0.041 -0.1 0.0 0.0 -0.678
S -3.295 -2.140 0.067 0.3 -0.1 0.0 -0.373
C 2.387 -1.443 -0.055 0.0 0.0 0.0 -0.709
H 2.329 1.315 -4.325 0.0 0.0 0.0 0.316
H 0.388 3.010 3.425 0.0 0.0 0.0 0.557
C 1.499 -2.511 -0.636 -0.1 0.0 0.0 -0.684
H 2.806 0.974 1.021 0.0 0.0 0.0 0.275
H 3.364 -1.443 -0.549 0.0 0.0 0.0 0.498
C -3.242 -0.486 0.140 0.3 0.4 0.1 0.350
H -0.680 -1.373 4.437 0.0 0.0 0.0 0.362
H 1.103 3.908 1.167 0.0 0.0 0.0 0.460
H -0.746 1.103 4.594 0.0 0.0 0.0 0.524
S -2.364 -0.110 3.265 -0.2 0.1 0.0 -0.023
H 1.437 -0.112 -2.342 0.0 0.0 0.0 -0.117
C -4.168 0.529 0.226 0.0 0.0 0.0 0.119
O 1.721 -0.201 -0.292 0.0 0.0 -0.1 0.504
H -1.781 2.137 3.555 0.0 0.0 0.0 0.514
C 0.385 3.094 1.285 0.1 0.0 0.0 -0.731
H 2.307 3.057 -0.275 0.0 0.0 0.0 0.459
H 3.472 0.861 -0.618 0.0 0.0 0.0 0.487
C -0.206 -3.446 0.807 0.0 -0.1 -0.1 -0.685
O -0.490 -1.704 2.392 0.1 0.0 0.0 -0.040
H 0.321 -4.373 0.573 0.0 0.0 0.0 0.529
S -1.479 0.348 -2.211 0.2 0.0 -0.1 -0.370
```
Positions in Å, forces in eV/Å.

Output
Kohn-Sham gap   6.69 eV
LUMO level   -2.463 eV
Net charge   +1
Relative energy (zero: lowest compared OMol25 entry of this formula, charge and spin)   0.00 kJ/mol
E_HOMO   -9.2 eV



Molecular formula: C17H26N6ReS
Method: DFT, ωB97M-V/def2-TZVPD

Structure (XYZ):
```
51
Properties=species:S:1:pos:R:3:forces:R:3:lowdin_spin:R:1
N 0.043 -3.756 -1.748 0.0 0.0 0.0 0.004
H -1.153 0.538 3.076 0.0 0.0 0.0 0.000
H -2.603 0.685 -0.327 0.1 -0.1 0.0 0.001
C -1.301 0.396 2.006 0.0 0.0 0.0 0.004
H 1.046 0.658 3.122 0.0 0.0 0.0 0.000
N 1.965 1.495 -0.051 -0.1 0.2 0.1 0.002
C -0.033 -4.138 2.404 0.0 0.0 0.0 0.000
H -0.007 -7.105 -1.745 0.0 0.0 0.0 0.000
H -3.124 3.205 -0.271 0.0 0.0 0.0 0.000
H 0.048 -0.958 1.226 0.0 0.0 0.0 0.013
C 1.886 1.713 1.439 0.0 0.0 0.0 0.007
H -1.371 2.538 1.593 0.0 0.0 0.0 0.001
H -0.830 -6.068 -2.925 0.0 0.0 0.0 0.000
C -0.017 5.459 -1.816 0.0 0.0 0.0 0.009
C -0.007 -4.049 0.923 0.0 0.0 0.0 0.002
C -2.390 2.654 -0.862 0.0 0.0 0.0 0.002
C -1.930 1.624 1.380 0.0 0.0 0.0 0.007
C 2.405 2.718 -0.798 0.0 0.0 0.0 0.002
H 2.665 0.768 -0.220 -0.1 -0.1 0.0 0.001
H 2.884 1.890 1.844 0.0 0.0 0.0 0.000
S 0.057 -1.091 -1.759 0.0 0.0 0.0 0.026
C 1.184 3.524 -1.125 0.0 0.0 0.0 0.007
H -0.063 -5.169 2.746 0.0 0.0 0.0 0.000
H -0.911 -3.616 2.792 0.0 0.0 0.0 0.000
H -0.026 6.486 -2.164 0.0 0.0 0.0 0.000
H 3.115 3.291 -0.198 0.0 0.0 0.0 0.000
C 1.199 4.824 -1.562 0.0 0.0 0.0 0.000
H -0.024 -6.162 0.537 0.0 0.0 0.0 0.000
H -2.882 2.340 -1.785 0.0 0.0 0.0 0.001
H 1.959 -0.363 2.016 0.0 0.0 0.0 0.000
C 0.022 -5.033 -1.275 0.0 0.0 0.0 0.001
H 0.061 -3.618 -2.757 0.0 0.0 0.0 0.000
H 1.292 2.613 1.608 0.0 0.0 0.0 0.001
H -1.949 -0.473 1.873 0.0 0.0 0.0 0.000
N 0.015 -2.792 0.372 0.0 0.0 0.0 0.001
H 0.857 -3.660 2.821 0.0 0.0 0.0 0.000
Re 0.032 0.827 -0.615 0.0 -0.4 -0.1 0.794
H 2.137 5.348 -1.698 0.0 0.0 0.0 0.000
H 2.922 2.406 -1.709 0.0 0.0 0.0 0.001
C -0.005 -5.170 0.106 0.0 0.0 0.0 -0.005
C 0.037 -2.694 -0.917 0.0 0.0 0.0 0.049
C -1.220 4.790 -1.597 0.0 0.0 0.0 0.000
N -1.938 1.434 -0.116 0.1 0.1 0.1 0.002
H -2.168 5.287 -1.760 0.0 0.0 0.0 0.000
C 0.030 -6.145 -2.253 0.0 0.0 0.0 0.001
H -2.950 1.763 1.744 0.0 0.0 0.0 0.000
H 0.938 -6.105 -2.863 0.0 0.0 0.0 0.000
C 1.268 0.480 2.070 0.0 0.0 0.0 0.004
N 0.012 0.073 1.332 0.0 -0.1 0.0 0.033
C -1.182 3.491 -1.157 0.1 0.0 0.0 0.007
N 0.008 2.847 -0.956 0.0 0.3 -0.2 0.020
```
Positions in Å, forces in eV/Å.

Output
Kohn-Sham gap (spin up / spin down)   7.36 / 7.11 eV
LUMO level (spin up / spin down)   -14.704 / -14.926 eV
Net charge   +4
Multiplicity   2
Relative energy (zero: lowest compared OMol25 entry of this formula, charge and spin)   0.00 kJ/mol
E_HOMO (spin up / spin down)   -22.1 / -22.0 eV



Molecular formula: C17H26O4
Method: DFT, ωB97M-V/def2-TZVPD

Structure (XYZ):
```
47
Properties=species:S:1:pos:R:3:forces:R:3:mulliken_charge:R:1
C 2.982 1.108 0.494 -0.1 -0.2 -0.2 -0.875
H 4.288 -0.107 -0.719 0.0 -0.1 -0.1 0.260
C 2.126 -1.276 0.805 -0.3 0.1 0.1 -0.771
H 4.429 2.925 -0.989 0.0 0.0 -0.1 0.334
H -3.124 -2.515 0.714 0.0 0.1 0.1 0.384
H 2.708 -1.646 -0.040 0.1 -0.1 0.0 0.279
C -5.588 1.212 0.159 0.1 0.3 0.1 0.099
C -4.929 2.366 0.393 -0.7 0.0 0.1 -0.993
O -6.892 1.049 0.313 -0.1 -0.1 0.0 -0.569
O -5.597 -1.019 -0.495 0.3 0.3 0.0 -0.716
H -1.837 -1.343 1.002 0.0 0.0 0.1 0.286
C -2.258 -2.027 0.263 0.1 -0.2 -0.2 -0.368
H 5.583 2.154 1.063 0.0 0.0 0.1 0.306
H 1.195 -3.111 1.444 -0.1 0.0 0.0 0.339
H 2.640 2.146 0.497 0.1 0.1 0.1 0.328
H 0.792 -3.147 -0.915 0.1 0.1 -0.1 0.374
H 0.208 -1.673 1.682 0.0 0.0 0.1 0.349
H -1.531 -3.579 -1.029 -0.1 -0.1 0.0 0.370
C -3.461 0.019 -0.522 0.8 0.1 -0.2 -0.511
H -1.867 -0.919 -1.551 0.0 0.0 -0.1 0.436
C 1.761 0.192 0.588 0.3 0.0 0.1 -0.141
C 0.178 -2.460 -0.329 -0.1 -0.2 0.3 -0.351
H 0.081 -1.539 -0.903 0.0 0.1 -0.1 0.134
C -1.209 -3.072 -0.118 0.0 0.1 0.0 -0.940
H 3.604 0.961 1.379 0.0 0.1 0.1 0.283
C -4.886 -0.038 -0.315 -0.3 0.0 0.0 1.263
C -2.814 1.185 -0.276 -0.2 -0.4 -0.1 0.246
H 1.142 0.522 1.426 -0.1 0.0 0.0 0.325
C 3.813 0.874 -0.767 0.0 0.3 0.1 -0.453
H 5.350 1.776 -1.958 0.0 0.1 0.0 0.322
H -5.445 3.251 0.730 0.0 0.1 0.0 0.441
C 5.983 1.900 0.085 -0.1 0.1 -0.2 -1.158
C 4.892 1.935 -0.979 0.0 -0.2 0.0 -0.537
H 1.164 0.299 -0.319 -0.1 0.0 0.0 0.083
H 6.769 2.614 -0.155 0.1 0.0 0.1 0.368
O -2.805 3.419 0.365 -0.3 -0.3 0.0 -0.657
H -7.081 0.111 0.068 0.2 0.3 0.1 0.386
H 3.144 0.878 -1.632 0.0 -0.1 0.0 0.319
O -1.502 1.342 -0.433 0.0 0.0 0.0 -0.512
H -1.308 2.278 -0.195 -0.2 -0.2 0.0 0.408
H -1.146 -3.824 0.672 0.0 -0.1 0.0 0.393
H 6.428 0.908 0.141 0.1 -0.1 0.1 0.293
C -3.509 2.433 0.191 0.2 0.1 0.0 0.914
C -2.729 -1.217 -0.955 0.0 0.1 0.3 -0.945
H 2.753 -1.348 1.698 0.1 0.0 0.0 0.372
C 0.894 -2.164 0.989 0.2 0.0 -0.3 -0.676
H -3.391 -1.833 -1.564 0.1 0.0 -0.1 0.481
```
Positions in Å, forces in eV/Å.

Output
Kohn-Sham gap   7.83 eV
LUMO level   -1.498 eV
Net charge   0
Relative energy (zero: lowest compared OMol25 entry of this formula, charge and spin)   8.77 kJ/mol
E_HOMO   -9.3 eV
SMILES   CCCCCCCCCCCC1=C(O)C(=O)C=C(O)C1=O



Molecular formula: C17H27AlF17IN3O3P2Si
Method: DFT, ωB97M-V/def2-TZVPD

Structure (XYZ):
```
72
Properties=species:S:1:pos:R:3:forces:R:3:mulliken_charge:R:1
H 1.047 2.559 -0.131 -1.9 1.4 1.0 0.040
C -1.706 -4.547 5.603 0.5 0.1 -0.7 0.101
H 4.418 6.547 0.533 0.1 -0.1 0.2 0.289
F 2.140 -0.145 0.603 3.4 -2.8 -3.0 -0.129
H -5.133 3.008 -3.942 1.3 0.1 -0.5 0.189
F 3.444 -2.857 1.326 -1.2 1.6 -5.0 -0.263
H -0.037 4.055 -0.543 0.5 -1.4 1.6 0.200
F -0.018 -0.910 -1.240 -3.3 -3.3 -0.7 -0.009
F -3.035 -0.291 -3.758 0.1 -0.4 3.9 -0.323
O 1.881 5.455 0.186 1.2 0.0 -0.5 -0.622
F -4.473 0.161 -1.916 3.3 -1.2 -0.7 -0.321
C 2.074 -3.284 -0.871 1.3 -2.8 -2.2 0.679
C 4.774 4.125 -1.539 -0.1 0.1 0.2 -0.943
C -2.463 -6.057 3.796 0.2 0.2 0.0 -0.854
H 0.488 -4.825 4.031 0.0 0.1 -0.2 0.298
Si -1.520 2.160 0.299 1.0 1.0 1.6 0.698
C 0.134 3.220 0.261 0.3 0.0 -0.6 -0.794
C 2.608 4.884 -0.616 0.3 0.3 0.4 0.242
C 0.673 -3.449 -0.042 -1.2 -1.6 2.8 0.517
H -1.896 -6.959 3.548 -0.2 -0.1 -0.1 0.304
P -3.440 3.361 -2.662 -0.9 -0.8 -0.6 0.370
I -0.725 3.293 -5.130 0.2 -0.3 0.3 -0.250
C -0.452 -4.609 3.515 0.1 0.2 0.2 -0.985
C 3.162 -0.808 -0.237 1.2 4.5 0.4 0.620
C -0.698 -3.385 -0.931 -1.4 -3.0 -0.2 0.510
C 4.661 5.481 0.552 -0.3 0.1 0.1 -0.981
N 3.984 4.824 -0.547 -1.1 -0.1 -0.2 0.123
F -3.071 -1.279 -0.043 2.0 -0.6 -4.0 -0.247
N -1.554 -5.067 4.335 -0.4 0.3 1.4 0.184
H -2.186 0.593 2.183 2.0 0.1 -1.3 0.270
H -2.708 4.600 -2.602 -0.4 0.0 0.4 0.056
O -0.976 -3.710 6.119 -0.4 -0.7 -0.6 -0.579
H -3.244 -6.310 4.518 0.2 0.1 -0.1 0.308
H -0.970 -0.320 1.056 -0.2 2.1 1.0 -0.271
C -1.049 -1.935 -1.607 1.3 0.7 -2.8 0.424
Al -2.018 1.623 -1.892 -0.5 0.1 -1.2 -0.574
C -2.596 -1.432 -1.436 -3.6 -1.1 -0.4 0.625
H -0.462 -5.107 2.542 -0.1 0.1 0.3 0.349
H 5.346 3.336 -1.043 0.1 0.0 -0.2 0.330
F 2.639 -4.684 -0.994 -1.8 4.5 0.4 -0.306
H -3.397 4.022 0.252 0.8 -1.4 1.7 0.260
H 4.305 5.055 1.495 0.1 0.2 0.0 0.294
C -3.023 -0.094 -2.259 -1.9 -0.1 -1.4 0.463
F 1.883 -2.871 -2.313 0.5 -0.9 5.3 -0.227
C -2.858 3.366 1.062 0.1 0.8 0.7 -1.052
C -1.203 0.726 1.520 -0.4 -0.7 2.2 -0.412
H -3.591 2.735 1.725 1.1 1.5 -1.3 0.217
F -0.601 -4.412 -2.035 -0.1 3.3 3.8 -0.297
H 5.744 5.348 0.473 -0.2 0.0 -0.1 0.392
F -1.788 -3.916 -0.030 3.5 2.1 -2.9 -0.300
H -0.070 0.148 -4.664 0.6 0.5 1.5 0.319
H -0.366 1.084 2.287 -1.6 -1.1 -1.6 0.276
F -3.443 -2.543 -2.021 2.7 2.4 1.9 -0.340
N -4.095 3.040 -4.106 -1.2 0.2 0.7 -0.681
F 4.540 -2.831 -0.787 -4.3 1.5 2.0 -0.290
P -0.046 1.909 -3.151 1.3 -0.9 -1.0 0.223
H -0.537 -3.527 3.376 0.2 -0.1 -0.1 0.314
C 3.249 -2.430 -0.111 3.0 -1.4 0.3 0.438
H -2.927 -5.655 2.891 -0.1 -0.2 0.0 0.284
F 3.023 -0.269 -1.609 0.3 -2.4 4.9 -0.192
F -0.855 -2.141 -3.094 -0.7 0.8 4.8 -0.324
F 0.533 -2.534 1.137 0.7 -2.7 -4.1 -0.232
H 0.366 3.722 1.293 -0.3 -0.9 -2.0 0.319
H -4.504 3.439 -1.667 0.8 0.5 -0.3 -0.020
O 0.480 0.415 -3.870 -1.3 0.9 -0.9 -0.501
H 2.196 4.352 -1.489 0.1 0.0 0.0 0.261
F 4.490 -0.285 0.264 -4.4 -1.8 -1.6 -0.287
H 5.460 4.836 -2.009 0.1 -0.2 -0.1 0.359
H -2.254 4.113 1.749 -1.3 -1.4 -1.1 0.263
F 0.684 -4.832 0.571 0.1 4.4 -2.0 -0.360
H -2.574 -4.963 6.140 0.0 -0.1 -0.1 0.256
H 4.138 3.678 -2.307 0.0 0.1 0.2 0.304
```
Positions in Å, forces in eV/Å.

Output
Kohn-Sham gap   5.18 eV
LUMO level   0.812 eV
Net charge   -1
Relative energy (zero: lowest compared OMol25 entry of this formula, charge and spin)   1057.78 kJ/mol
E_HOMO   -4.4 eV



Question: relative energy (zero: lowest compared OMol25 entry of this formula, charge and spin) of number 3 (C17H26O4)?
Answer: 8.77 kJ/mol



Question: Number 3 is which compound?
Answer: C17H26O4



Question: Which of these has the highest net charge?
Answer: C17H26N6ReS